# C5H12NO2

The ion C5H12NO2 with charge -1 in a non-equilibrium geometry (ωB97M-V/def2-TZVPD, the Open Molecules 2025 dataset).

Positions of all 20 atoms, in Å:
C: -2.4293 -0.9328 -0.0025
N: -1.3786 -0.2902 -0.7874
C: -0.4979 0.5302 0.0667
C: 0.7902 0.7349 -0.8369
C: 1.5847 1.9923 -0.3773
O: 1.5967 -0.3869 -0.9223
C: -0.0592 -0.2386 1.3887
O: 0.5410 -1.4574 1.1358
H: -2.7251 -0.2436 0.7685
H: -3.3134 -1.1727 -0.5899
H: -2.0825 -1.7715 0.6470
H: -0.8584 -1.0307 -1.1246
H: -1.0277 1.4560 0.2281
H: 0.4767 0.9079 -1.8611
H: 2.6647 1.8284 -0.4650
H: 1.1909 2.8278 -0.9754
H: 1.3120 2.2359 0.6480
H: 1.1555 -1.1584 0.2425
H: -0.8876 -0.4430 2.1258
H: 0.6222 0.5487 1.8078

Cartesian forces (eV/Å) of the 3 atoms listed first:
0.26 0.07 0.86
-1.97 1.05 1.27
0.84 -2.24 -1.09

## Properties
* ΔE to the lowest compared entry with this formula, charge and spin: 276.6 kJ/mol
* HOMO energy: -0.1266 hartree
* frontier orbital gap: 7.6 eV
* charge: -1
* largest force on an atom: 2.6 eV/A

---

# C5H7N2S

A structure of composition C5H7N2S in a non-equilibrium geometry (ωB97M-V/def2-TZVPD, the Open Molecules 2025 dataset).

Positions of all 15 atoms, in Å:
C: 1.4682 -0.5917 0.7919
C: 2.8175 -0.4274 0.5884
C: 1.5589 0.7331 -1.2721
C: 0.9424 0.0578 -0.3060
C: -2.3515 -0.0042 0.8260
N: -1.8493 0.1036 -1.5407
N: -1.5084 0.0059 -0.4101
S: 3.2638 0.5121 -0.8223
H: 0.8748 -1.1099 1.6528
H: 3.6365 -0.6807 1.2178
H: 1.3448 1.4551 -1.9899
H: -3.2410 0.5269 0.4841
H: -1.6530 0.4580 1.4773
H: -2.5061 -1.0057 1.1193
H: -2.7977 -0.0329 -1.8165

Cartesian forces (eV/Å) of the 3 atoms listed first:
-0.56 -1.04 1.63
0.00 0.66 -0.31
1.07 -0.90 1.59

## Properties
* ΔE to the lowest compared entry with this formula, charge and spin: 545.0 kJ/mol
* HOMO energy (alpha / beta): -0.5104 / -0.5104 hartree
* frontier orbital gap (alpha / beta): 8.0 / 8.0 eV
* charge: +1
* largest force on an atom: 3.0 eV/A

---

# C3H8N2OS

An isolated molecule of C3H8N2OS in a non-equilibrium geometry (ωB97M-V/def2-TZVPD, the Open Molecules 2025 dataset).

Positions of all 15 atoms, in Å:
C: 1.9016 -1.0518 -0.2587
C: 1.4230 1.0877 0.5535
C: -2.3020 0.3895 -0.7581
N: -0.3715 -1.4799 0.0122
N: 0.0717 1.1371 0.1235
O: 2.1387 0.2180 -0.3871
S: -0.8993 -0.1215 0.2380
H: 1.8571 -1.5260 0.8422
H: 1.9875 -1.7035 -1.1732
H: 1.8913 1.9723 0.6881
H: 1.4552 0.4916 1.5312
H: -3.0925 -0.2323 -0.3724
H: -2.5906 1.4125 -0.8639
H: -1.9344 -0.1774 -1.6880
H: -1.5358 -0.4163 1.5127

Cartesian forces (eV/Å) of the 3 atoms listed first:
-1.72 -1.31 1.89
-3.66 -5.41 2.01
1.25 -2.36 -1.12

## Properties
* ΔE to the lowest compared entry with this formula, charge and spin: 790.8 kJ/mol
* HOMO energy (alpha / beta): -0.3041 / -0.3041 hartree
* frontier orbital gap (alpha / beta): 8.2 / 8.2 eV
* charge: 0
* largest force on an atom: 6.8 eV/A